Here is a 3-piece molecular cluster, C5H15NO4 overall from the Open Molecules 2025 dataset. Energies are from wB97M-V/def2-TZVPD.

The LUMO energy is 0.2263 Ha. As for the relative energy (zero: lowest compared OMol25 entry of this formula, charge and spin): 15.60 kJ/mol. The total charge is -2. The multiplicity is 1.

```
25
C5H15NO4 (wB97M-V/def2-TZVPD)
H -2.060 1.015 -0.977
H 1.930 -3.386 0.217
C -1.507 1.746 -0.334
H -0.960 -0.705 -1.970
C 2.807 -0.337 0.531
O -4.741 2.476 0.023
H -1.165 -1.610 -0.456
C 0.388 -0.057 -0.287
H 1.036 -1.097 1.432
N 1.351 -0.749 0.540
H 2.953 -0.151 -0.550
O 2.767 -3.572 0.663
C -0.436 -1.098 -1.093
H 0.125 1.559 1.081
O -2.297 2.550 0.431
O 3.658 -1.260 1.051
C -0.517 0.888 0.503
H 2.863 0.570 1.169
H 0.952 0.457 -1.075
H 3.087 -2.552 0.894
H -1.160 0.347 1.204
H 0.258 -1.865 -1.450
H -3.670 2.531 0.295
H -0.927 2.354 -1.069
H -4.731 1.945 -0.773
```

Results of the Mulliken charge analysis, in e, for atoms 1 through 5:
1. H 0.10
2. H 0.27
3. C -0.30
4. H 0.46
5. C -0.44



Here is a 2-piece molecular cluster, C5H15NOS overall from the Open Molecules 2025 dataset. Energies are from wB97M-V/def2-TZVPD.

Its SMILES is CCN[C@@H](C)CS.O. The LUMO energy is 0.0306 Ha. As for the relative energy (zero: lowest compared OMol25 entry of this formula, charge and spin): 341.18 kJ/mol. The multiplicity is 1.

```
23
C5H15NOS (wB97M-V/def2-TZVPD)
H 5.367 -2.023 -2.437
H 1.251 -0.649 2.282
H -3.382 -0.084 0.536
S -2.090 0.660 -1.419
H -2.556 -1.362 -0.301
C -2.427 -0.204 0.075
H 2.500 -0.033 -0.502
C 1.787 -0.717 0.134
H -2.485 1.344 2.289
H 1.986 0.854 1.820
H 5.800 -0.587 -1.931
C -1.190 -0.070 1.129
H -0.110 1.715 1.071
H -1.964 1.789 -0.707
H -0.839 -1.230 1.218
C 1.234 0.067 1.330
H 0.777 -0.832 -0.565
O 5.648 -1.195 -2.640
H -1.492 0.366 3.336
N -0.029 0.779 0.699
H -2.907 -0.362 2.431
C -1.998 0.323 2.342
H 2.071 -1.753 0.336
```

Results of the Mulliken charge analysis, in e, for atoms 1 through 5:
1. H 0.30
2. H 0.22
3. H 0.40
4. S -0.18
5. H 0.28



Here is a 2-piece molecular cluster, C5H15NOS overall from the Open Molecules 2025 dataset. Energies are from wB97M-V/def2-TZVPD.

Its SMILES is CCN[C@@H](C)CS.O. The LUMO energy is 0.0243 Ha. As for the relative energy (zero: lowest compared OMol25 entry of this formula, charge and spin): 225.73 kJ/mol. The multiplicity is 1.

```
23
C5H15NOS (wB97M-V/def2-TZVPD)
H 0.886 0.172 0.624
H 3.664 0.078 -0.851
H -5.847 1.499 3.663
S 1.919 2.748 0.566
H -1.514 -0.499 -1.033
H 0.830 2.745 1.282
C -1.303 -1.360 -0.346
H 1.707 -1.193 -1.767
H -6.383 1.145 2.280
O -6.466 0.826 3.152
H 0.485 1.966 -1.708
C 1.397 1.633 -1.016
H 0.574 -2.578 -0.253
C 2.929 -0.134 0.009
H -2.055 -2.150 -0.391
N 0.945 -0.804 -1.303
H -1.360 -1.009 0.741
H 2.171 1.733 -1.733
H 3.140 0.317 0.952
H 3.045 -1.226 0.079
C 0.093 -1.837 -0.799
H -0.295 -2.306 -1.767
C 1.438 0.231 -0.379
```

Results of the Mulliken charge analysis, in e, for atoms 1 through 5:
1. H 0.15
2. H 0.31
3. H 0.33
4. S -0.23
5. H 0.25



Here is an isolated ion of composition C5H15NP and charge +1 from the Open Molecules 2025 dataset. Energies are from wB97M-V/def2-TZVPD.

Its SMILES is CC[N@H+](C)[C@H](C)P. The LUMO energy is -0.1112 Ha. As for the relative energy (zero: lowest compared OMol25 entry of this formula, charge and spin): 171.55 kJ/mol. The total charge is +1. The multiplicity is 1.

```
22
C5H15NP (wB97M-V/def2-TZVPD)
H -1.029 -1.191 -0.006
C -1.127 0.851 -0.306
H 0.666 2.257 -0.779
H 2.281 -1.827 0.401
H 0.834 -1.952 -1.049
C 0.665 -0.632 1.004
C 0.461 -1.012 -1.227
H 0.128 -0.340 1.853
H -0.376 -1.236 -1.912
H -0.874 2.855 -1.085
N -0.235 -0.602 -0.123
P -1.626 1.321 1.516
H -2.893 1.917 1.140
H -0.854 2.499 1.385
H 1.742 -2.064 2.096
C -0.348 1.846 -1.035
H 0.770 -2.692 0.793
H -1.912 0.412 -0.881
H 1.267 -0.285 -1.610
H 1.310 0.206 0.910
H -0.282 1.583 -2.170
C 1.432 -1.914 1.084
```

Results of the Mulliken charge analysis, in e, for atoms 1 through 5:
1. H 0.36
2. C 0.00
3. H 0.36
4. H 0.39
5. H 0.57



Here is an isolated ion of composition C5H15NP and charge +1 from the Open Molecules 2025 dataset. Energies are from wB97M-V/def2-TZVPD.

Its SMILES is CC/C=[NH+]/[PH3]CC. The LUMO energy is -0.1234 Ha. As for the relative energy (zero: lowest compared OMol25 entry of this formula, charge and spin): 159.85 kJ/mol. The total charge is +1. The multiplicity is 1.

```
22
C5H15NP (wB97M-V/def2-TZVPD)
H 3.682 -0.183 1.306
H 0.339 0.160 -1.455
H -2.598 2.099 -0.632
H -2.921 -0.273 -2.304
H 0.198 -2.261 0.794
H 0.832 0.688 1.619
H -3.663 0.843 -0.151
H 3.298 1.438 2.131
H 2.785 -0.302 2.803
C -3.199 1.320 -1.014
N -0.184 -0.363 -0.693
H -3.941 1.714 -1.674
H -2.038 -0.906 -0.017
C 2.969 0.331 1.895
H 1.630 1.112 0.202
C 1.659 0.377 1.059
H 1.786 -1.736 -0.843
C -1.499 -0.397 -0.774
P 1.323 -1.390 0.454
H 2.548 -1.820 1.163
H -1.668 0.864 -2.383
C -2.240 0.343 -1.706
```

Results of the Mulliken charge analysis, in e, for atoms 1 through 5:
1. H 0.42
2. H 0.32
3. H 0.35
4. H 0.31
5. H 0.15



Here is a 2-piece molecular cluster, C5H15NS overall from the Open Molecules 2025 dataset. Energies are from wB97M-V/def2-TZVPD.

Its SMILES is CCCS.CNC. The LUMO energy is 0.0327 Ha. As for the relative energy (zero: lowest compared OMol25 entry of this formula, charge and spin): 49.09 kJ/mol. The multiplicity is 1.

```
22
C5H15NS (wB97M-V/def2-TZVPD)
H -1.730 0.417 0.093
H -0.864 -1.741 2.285
H -0.410 1.513 -0.255
H -2.644 1.920 -1.490
H 0.271 -2.746 1.390
S -0.012 -0.671 -1.193
H 0.796 -0.066 2.410
H 2.546 -1.730 0.779
N 0.936 -0.814 1.739
H 2.771 -1.567 2.529
H -1.485 2.510 -3.655
C -1.050 0.741 -0.689
C 0.187 -1.994 2.171
H -0.580 3.049 -2.252
H 0.558 -2.400 3.117
C -0.938 2.166 -2.784
C -1.817 1.321 -1.872
H 0.515 -0.803 0.133
C 2.375 -1.079 1.634
H -0.062 1.612 -3.125
H 2.891 -0.134 1.477
H -2.256 0.497 -2.440
```

Results of the Mulliken charge analysis, in e, for atoms 1 through 5:
1. H 0.32
2. H 0.32
3. H 0.30
4. H 0.29
5. H 0.36



Here is a 2-piece molecular cluster, C5H15NS overall from the Open Molecules 2025 dataset. Energies are from wB97M-V/def2-TZVPD.

Its SMILES is CCNC.CCS. The LUMO energy is 0.0305 Ha. As for the relative energy (zero: lowest compared OMol25 entry of this formula, charge and spin): 84.76 kJ/mol. The multiplicity is 1.

```
22
C5H15NS (wB97M-V/def2-TZVPD)
C -2.354 -1.464 -1.129
H 2.770 -0.929 -1.231
H -3.132 -1.322 -1.956
C 2.903 -0.963 -0.171
C 0.559 1.898 0.500
S -3.009 1.056 -0.190
H -3.616 -1.037 0.572
C 2.496 0.441 0.266
H 0.347 1.630 1.559
H -1.378 -1.165 -1.391
H -2.479 -2.599 -0.909
H 2.245 -1.702 0.349
H -1.888 -0.804 0.887
N 1.147 0.768 -0.201
H -3.218 1.425 1.076
H 0.567 -0.082 -0.141
H 3.953 -1.087 0.074
H -0.276 2.313 -0.024
C -2.711 -0.677 0.151
H 2.566 0.465 1.392
H 3.202 1.153 -0.131
H 1.307 2.680 0.647
```

Results of the Mulliken charge analysis, in e, for atoms 1 through 5:
1. C -1.07
2. H 0.33
3. H 0.31
4. C -1.24
5. C -0.86



Here is a 2-piece molecular cluster, C5H15OPSi overall from the Open Molecules 2025 dataset. Energies are from wB97M-V/def2-TZVPD.

The LUMO energy is -0.0077 Ha. As for the relative energy (zero: lowest compared OMol25 entry of this formula, charge and spin): 278.51 kJ/mol. The multiplicity is 1.

```
23
C5H15OPSi (wB97M-V/def2-TZVPD)
H -1.643 -1.532 -0.987
H 1.721 -1.908 -0.468
H -2.871 2.340 0.819
C 2.867 0.300 1.820
H -2.327 -1.705 0.701
H -0.521 -1.773 0.494
H -2.998 1.042 1.890
H 3.399 -1.326 -0.621
H -1.663 2.006 -2.116
H -0.241 0.833 -2.348
H 3.710 -0.207 1.644
C -1.516 -1.244 0.079
H 2.920 1.329 2.123
H 2.409 -0.299 2.607
C -2.233 1.624 1.301
Si -1.263 0.657 -0.096
O 2.659 1.415 -0.683
P 1.993 0.392 0.180
C -1.279 0.935 -1.989
H 2.173 -0.803 -1.778
C 2.331 -1.137 -0.750
H -2.034 0.294 -2.446
H -1.599 1.888 2.090
```

Results of the Mulliken charge analysis, in e, for atoms 1 through 5:
1. H 0.24
2. H 0.39
3. H 0.34
4. C -1.16
5. H 0.38



Here is C5H16Ag2FO5 as an isolated structure from the Open Molecules 2025 dataset. Energies are from wB97M-V/def2-TZVPD.

Its expectation value of S² is 0.76. The LUMO energy (spin up / spin down) is -0.3123 / -0.4278 Ha. The total charge is +2. The multiplicity is 2.

```
29
C5H16Ag2FO5 (wB97M-V/def2-TZVPD)
H 0.616 0.363 -2.130
H -2.150 1.521 1.945
H -1.720 -0.968 2.271
H -2.013 0.120 -1.525
C -1.493 -0.526 1.301
O -2.347 -0.490 -2.187
H 3.264 0.197 3.692
H -0.727 -1.620 -2.101
H 1.612 0.694 3.863
O 0.008 0.785 -2.741
O -0.411 -1.171 0.582
H 0.301 -0.620 -4.304
H 2.487 0.984 2.383
H 1.719 -1.478 3.515
H -1.697 -2.021 -3.532
Ag 2.303 -1.384 0.342
O 1.858 -1.024 2.681
H -0.483 1.094 2.230
C -1.370 -1.211 -2.880
F 1.504 0.845 -0.104
H -0.143 1.397 0.016
H -1.095 0.297 -4.481
C -1.286 1.033 1.495
H -2.427 -0.627 0.750
H 0.154 -0.402 0.473
Ag 2.752 2.510 -1.210
C 2.313 0.242 3.161
O -1.065 1.592 0.196
C -0.465 -0.131 -3.701
```

Results of the Mulliken charge analysis, in e, for atoms 1 through 5:
1. H 0.28
2. H 0.42
3. H 0.41
4. H 0.40
5. C -0.39



Here is an isolated ion of composition C5H16BNO2P and charge +1 from the Open Molecules 2025 dataset. Energies are from wB97M-V/def2-TZVPD.

Its SMILES is CCCC[NH+]=[PH2]CB(O)O. The LUMO energy is -0.1214 Ha. As for the relative energy (zero: lowest compared OMol25 entry of this formula, charge and spin): 0.00 kJ/mol. The total charge is +1. The multiplicity is 1.

```
26
C5H16BNO2P (wB97M-V/def2-TZVPD)
P -1.804 0.602 -0.045
H -2.304 -1.657 0.217
H 3.533 0.890 -1.139
H 1.822 -0.813 -0.862
C 2.005 -0.129 -0.029
H -4.075 -1.677 2.016
O -5.243 0.140 -0.296
H 4.889 -0.446 1.178
H 0.653 1.239 0.992
H -0.296 0.641 -1.717
H 4.161 -1.572 0.041
O -4.691 -1.113 1.548
H 5.365 -0.423 -0.511
C 0.924 0.949 -0.026
H -2.884 -1.039 -1.327
B -4.322 -0.611 0.352
N -0.325 0.499 -0.714
H -5.061 0.434 -1.189
H -2.538 1.712 -0.486
C 4.515 -0.545 0.159
H -1.584 0.829 1.313
H 3.485 1.318 0.553
C -2.837 -0.825 -0.253
C 3.407 0.471 -0.136
H 1.934 -0.728 0.883
H 1.272 1.856 -0.523
```

Results of the Mulliken charge analysis, in e, for atoms 1 through 5:
1. P 0.15
2. H 0.34
3. H 0.32
4. H 0.31
5. C -0.57



no.,E_tot (eV)
1,-15106.738
2,-19797.801
3,-19798.997
4,-16198.334
5,-16198.455
6,-17753.082
7,-17752.712
8,-24640.273
9,-26376.130
10,-20991.113